Record 1
{"formula": "C3H4O", "method": "ωB97M-V/def2-TZVPD", "energy_ha": -191.61710, "e_above_lowest_kcal_mol": 183.79, "homo_lumo_gap_ev": [6.6, 6.7], "multiplicity": 1, "species": ["C", "C", "C", "O", "H", "H", "H", "H"], "positions_angstrom": [[-2.71789, 0.29092, -0.00933], [-1.73899, -0.35973, 0.17965], [1.61931, -0.11918, -0.04068], [0.74788, -1.11701, 0.01453], [-3.64025, 0.79730, -0.10254], [1.32091, 0.75071, 0.57579], [1.85182, 0.22064, -1.06436], [2.55721, -0.46365, 0.44694]], "forces_ev_per_angstrom": [[-1.1, 0.7, -0.2], [3.7, -1.3, 0.0], [0.8, 1.6, -0.1], [-2.9, -0.7, 0.3], [-0.3, 0.1, 0.0], [0.0, -0.2, -0.1], [-0.1, 0.0, 0.2], [-0.2, -0.1, -0.1]]}

Record 2
{"formula": "C3H22O9", "method": "ωB97M-V/def2-TZVPD", "energy_ha": -804.18543, "e_above_lowest_kcal_mol": 56.14, "homo_lumo_gap_ev": [8.9, 4.1], "total_charge": 1, "multiplicity": 2, "species": ["C", "O", "C", "C", "H", "H", "H", "H", "H", "H", "H", "H", "O", "H", "H", "O", "H", "H", "O", "H", "H", "O", "H", "H", "O", "H", "H", "O", "H", "H", "O", "H", "H", "O"], "positions_angstrom": [[-1.23765, 1.69253, 0.18320], [-1.77485, 0.93309, -0.82410], [-0.83881, 0.99414, 1.46639], [-1.18113, 1.50016, 2.63567], [-2.06931, 2.44072, 0.34211], [-0.37632, 2.32666, -0.28251], [-2.18548, 0.11160, -0.48830], [-0.29789, 0.05437, 1.34563], [-0.99349, 1.07024, 3.61647], [-1.76267, 2.49520, 2.69042], [1.05101, 0.88667, -1.47960], [1.90628, 0.47238, -0.27002], [1.86095, 0.78252, -1.24048], [2.31373, 2.54311, -1.43898], [2.97082, 2.96292, -0.14835], [2.70712, 3.23481, -0.95789], [0.42436, -2.46897, -0.47148], [0.18734, -1.01001, -0.77877], [-0.04544, -1.64812, -0.11535], [-0.73847, -3.36048, 1.84591], [0.20213, -2.21046, 1.57570], [0.17513, -3.08693, 2.03843], [-0.55083, 0.70842, -3.54542], [-0.97080, 0.85533, -2.16062], [-0.28183, 0.52813, -2.71064], [-2.87644, -2.06730, 0.98431], [-1.70454, -1.50878, 0.22484], [-2.49258, -1.30118, 0.67051], [0.81976, -1.60994, -2.64829], [-0.71986, -1.75296, -2.62505], [0.07587, -2.27162, -2.63684], [3.64145, -0.53965, 1.49808], [2.17161, -1.27308, 1.97463], [2.59085, -0.48351, 1.73038]], "forces_ev_per_angstrom": [[-0.4, 1.3, 0.7], [-0.1, -1.1, 0.4], [0.8, -1.0, -5.0], [-2.0, 3.5, 3.8], [0.9, 0.1, 0.6], [-0.8, -0.7, 1.0], [-0.4, 0.1, 0.1], [-0.2, 0.1, 0.2], [0.2, -0.3, -0.3], [1.0, -1.6, -0.2], [-8.1, 0.8, -2.7], [0.0, 0.7, -2.0], [8.2, -2.4, 4.9], [-0.3, -1.6, -0.5], [1.3, -1.6, 3.7], [-0.7, 3.9, -3.1], [-1.1, 1.2, 0.5], [0.3, 0.6, -0.7], [1.1, -1.4, 0.0], [0.5, -0.2, 0.3], [0.1, -1.2, 0.6], [-0.5, 1.1, -0.4], [-0.9, 0.8, -4.4], [-1.1, 0.4, 0.6], [2.1, -1.2, 2.5], [-1.5, -2.5, 0.9], [2.2, -1.3, -0.9], [-0.9, 3.7, 0.1], [-1.2, -0.9, -0.4], [-0.4, 0.5, -0.3], [1.9, 0.1, 0.0], [-4.2, -0.6, 1.1], [0.1, -2.3, 0.5], [4.0, 2.9, -1.8]]}

Record 3
{"formula": "C9H11N5P", "method": "ωB97M-V/def2-TZVPD", "energy_ha": -964.32180, "e_above_lowest_kcal_mol": 23.57, "homo_lumo_gap_ev": 9.2, "total_charge": 1, "multiplicity": 1, "species": ["C", "C", "C", "C", "C", "C", "C", "C", "C", "N", "N", "N", "N", "N", "P", "H", "H", "H", "H", "H", "H", "H", "H", "H", "H", "H"], "positions_angstrom": [[-4.68855, 0.63236, 0.17969], [-2.83565, 2.10199, -0.57528], [-3.37281, 0.91644, -0.15628], [-2.32786, -0.06925, -0.25687], [2.62195, 1.00179, 0.57754], [2.19922, -0.31694, 0.51728], [1.90493, 1.96255, -0.20832], [0.66114, 0.28323, -1.12747], [0.92770, -2.11655, -0.34797], [-5.70158, 0.34131, 0.68368], [-1.48328, 1.87960, -0.69013], [1.04098, 1.55971, -1.06720], [-1.21461, 0.59148, -0.52116], [1.25849, -0.67656, -0.33025], [-2.34941, -1.79589, 0.32943], [-3.39612, 3.05142, -0.92373], [3.38021, 1.21462, 1.20025], [2.57443, -1.01868, 1.09353], [2.01239, 3.02223, 0.06760], [0.34650, -0.24649, -2.05017], [1.83724, -2.69503, -0.42623], [0.30066, -2.31965, 0.61891], [0.29839, -2.26948, -1.11305], [-0.85082, 2.46636, -1.31166], [-2.71245, -2.34095, -0.88312], [-3.75892, -1.54876, 0.70724]], "forces_ev_per_angstrom": [[-3.2, -0.8, 1.9], [0.0, 1.4, -0.6], [1.1, -0.6, -1.3], [0.2, 1.3, 1.0], [-3.0, -1.2, -2.0], [-0.4, 5.4, -1.8], [1.5, -0.9, 2.5], [0.9, -2.3, -0.7], [0.2, 1.2, 4.1], [1.7, 0.5, -1.3], [-1.3, 2.0, -1.8], [-1.0, 0.2, -1.7], [0.2, -0.6, -0.1], [-0.5, -0.1, -0.5], [-1.7, 0.7, 1.0], [1.4, -1.6, 1.0], [2.4, 1.1, 2.1], [1.9, -3.3, 2.7], [0.1, -0.3, -0.9], [-0.3, 1.3, 0.3], [0.0, -0.2, 0.1], [1.5, 0.0, -1.7], [-2.1, -0.9, -3.0], [-0.7, -1.2, 1.4], [-0.2, -0.4, -0.8], [1.2, -0.7, -0.1]]}